[1]
C27H28ClNO3P2Pm | ωB97M-V/def2-TZVPD

Cartesian coordinates (Å):
C (4.11676, 2.02618, 2.32826)
C (2.75664, 2.30016, 2.03798)
C (2.50748, 3.07315, 0.86996)
C (3.38904, 2.97978, -0.21075)
C (4.66832, 2.44705, -0.00492)
C (5.06686, 2.13746, 1.29830)
C (2.74725, 2.96628, -1.51775)
C (1.39093, 3.54204, -1.65245)
C (0.68084, 3.69761, -0.45880)
C (-0.74826, 3.63759, -0.48395)
C (-1.38401, 4.05331, -1.69757)
C (-0.62943, 4.11388, -2.86436)
C (0.72843, 3.69924, -2.85910)
H (4.37269, 1.65320, 3.33637)
H (5.34686, 2.23953, -0.87064)
H (6.10003, 1.92547, 1.54346)
H (3.16830, 2.31846, -2.43011)
H (-2.45164, 4.24723, -1.66436)
H (-1.10751, 4.42472, -3.77737)
H (1.24953, 3.50050, -3.83183)
N (1.28638, 3.75037, 0.81289)
Pm (0.96386, -0.85899, -1.10036)
C (1.61922, 1.57458, 2.69854)
H (0.72756, 2.19014, 2.70894)
H (1.90272, 1.28351, 3.71659)
C (-1.46389, 2.91445, 0.59158)
H (-0.97479, 3.09931, 1.56295)
H (-2.53320, 3.19480, 0.62747)
P (1.15330, -0.07244, 1.83362)
P (-1.38222, 1.03649, 0.27041)
C (-2.52910, 0.97374, -1.15307)
H (-2.77969, -0.06546, -1.39524)
H (-3.44598, 1.51053, -0.86085)
H (-2.09521, 1.44652, -2.04624)
C (-2.60526, 0.58094, 1.56005)
H (-3.59798, 0.91500, 1.21766)
H (-2.62693, -0.50795, 1.69200)
H (-2.38406, 1.06086, 2.52611)
C (2.71214, -0.96818, 2.15725)
H (2.85819, -0.94196, 3.25184)
H (2.64811, -2.02261, 1.83320)
H (3.56483, -0.47320, 1.67218)
C (0.21396, -0.78684, 3.24456)
H (-0.40646, -1.62705, 2.90294)
H (0.93571, -1.17015, 3.98660)
H (-0.43046, -0.03675, 3.73267)
C (-0.71829, -1.96766, 0.10922)
O (-1.56236, -2.57236, 0.63640)
H (1.81346, 0.85326, -0.42583)
Cl (-1.69993, -6.17894, -3.50168)
C (-1.35630, -4.51828, -3.76258)
C (-2.21739, -3.62917, -4.35498)
C (-1.98723, -2.33985, -4.54448)
C (-0.74398, -1.80496, -4.04135)
C (0.22153, -2.68851, -3.55096)
C (-0.06254, -3.99899, -3.33066)
C (-0.64261, -0.29505, -3.86256)
O (-1.36426, 0.42827, -4.52657)
O (0.18286, 0.08502, -2.90614)
H (-3.21345, -4.08593, -4.74134)
H (-2.67079, -1.64327, -5.00548)
H (1.28457, -2.32516, -3.45051)
H (0.63857, -4.67799, -2.86167)

The HOMO energy (spin up / spin down) is -9.8 / -9.8 eV. The total charge is +1. As for the HOMO-LUMO gap (spin up / spin down): 5.14 / 5.22 eV. Its multiplicity is 5. Its LUMO energy (spin up / spin down) is -4.64 / -4.56 eV.

***

[2]
C27H28ClO4P | ωB97M-V/def2-TZVPD

Cartesian coordinates (Å):
O (2.69682, 2.02118, -4.85634)
C (2.23607, 0.94484, -4.64907)
O (2.61636, -0.23481, -5.20580)
C (1.43998, -1.04608, -5.32511)
C (0.37684, -0.10460, -4.74974)
P (-1.19162, -0.77015, -4.02857)
O (-2.21504, 0.36422, -4.60858)
Cl (-1.52503, -2.45890, -5.19262)
O (1.16995, 0.64284, -3.82735)
H (1.24931, -1.12293, -6.38295)
H (1.52310, -2.01906, -4.87918)
H (0.14332, 0.61112, -5.54753)
H (-1.70694, 1.02467, -5.08782)
C (-0.00017, 0.33239, 1.59710)
C (-0.39311, 0.68881, 0.31465)
C (0.50759, 0.60106, -0.73795)
C (1.80280, 0.16109, -0.50691)
C (2.19881, -0.18829, 0.77623)
C (1.29694, -0.10393, 1.82834)
H (-0.70488, 0.39391, 2.41688)
H (-1.40368, 1.03271, 0.13536)
H (0.20279, 0.87553, -1.73395)
H (2.50398, 0.09104, -1.32871)
H (3.21047, -0.52855, 0.95713)
H (1.60510, -0.37949, 2.82933)
C (-4.74400, 1.39084, -2.82194)
C (-4.17132, 1.99065, -1.70919)
C (-4.97320, 2.60821, -0.75983)
C (-6.35078, 2.62898, -0.92463)
C (-6.92472, 2.03609, -2.04042)
C (-6.12198, 1.41641, -2.98789)
H (-4.11190, 0.90699, -3.55490)
H (-3.09575, 1.97651, -1.58260)
H (-4.52499, 3.07360, 0.10856)
H (-6.97718, 3.10823, -0.18374)
H (-7.99878, 2.05671, -2.17119)
H (-6.57019, 0.95248, -3.85686)
C (2.97843, 2.43002, 4.53817)
C (3.59535, 2.93593, 5.67357)
C (2.83137, 3.49824, 6.68638)
C (1.45048, 3.55782, 6.56246)
C (0.83444, 3.05831, 5.42378)
C (1.59824, 2.49306, 4.41232)
H (3.57305, 1.98666, 3.74955)
H (4.67236, 2.89197, 5.76932)
H (3.31231, 3.89049, 7.57282)
H (0.85462, 3.99445, 7.35330)
H (-0.24211, 3.10907, 5.32453)
H (1.11911, 2.10301, 3.52478)
C (2.09268, -4.12449, 0.15864)
C (1.49463, -3.75621, 1.35495)
C (1.26755, -4.70807, 2.33888)
C (1.63539, -6.02909, 2.12481)
C (2.22679, -6.39855, 0.92506)
C (2.45673, -5.44615, -0.05776)
H (2.27410, -3.37888, -0.60539)
H (1.20650, -2.72694, 1.51817)
H (0.80348, -4.42017, 3.27327)
H (1.46043, -6.77114, 2.89288)
H (2.50927, -7.42941, 0.75600)
H (2.91983, -5.73423, -0.99264)

The HOMO energy is -9.3 eV. As for the HOMO-LUMO gap: 9.62 eV. Its LUMO energy is 0.31 eV.

***

[3]
C27H28CoN2Si | ωB97M-V/def2-TZVPD

Cartesian coordinates (Å):
C (0.67890, 2.27407, 3.62248)
C (1.08410, 2.65937, 2.31848)
C (-0.07680, 2.87297, 1.54628)
H (2.10040, 2.76727, 1.97628)
C (-1.20220, 2.61597, 2.35998)
C (-0.73140, 2.24417, 3.64598)
H (-1.34390, 1.98887, 4.49528)
H (1.33260, 2.04477, 4.44798)
H (-0.10120, 3.14107, 0.50378)
H (-2.23300, 2.68047, 2.05338)
Co (-0.03350, 0.66037, 2.15158)
C (-0.40600, 0.08107, 0.11078)
H (-1.34580, 0.53377, -0.22442)
H (-0.47420, -0.98473, -0.13642)
H (0.38180, 0.48937, -0.53232)
Si (-0.58980, -1.38083, -3.96482)
C (1.20570, -1.14643, -4.43882)
C (1.85910, 0.06287, -4.18542)
H (1.31580, 0.88427, -3.73402)
C (3.19440, 0.23567, -4.51612)
H (3.68310, 1.17967, -4.31342)
C (3.90320, -0.80033, -5.10942)
H (4.94510, -0.66583, -5.36952)
C (3.27050, -2.00663, -5.37232)
H (3.81710, -2.81533, -5.83982)
C (1.93360, -2.17543, -5.04022)
H (1.45060, -3.12043, -5.25872)
C (-1.58570, 0.15257, -4.36512)
C (-1.39000, 0.83757, -5.56772)
H (-0.63640, 0.49447, -6.26652)
C (-2.13760, 1.96317, -5.87792)
H (-1.97130, 2.48117, -6.81352)
C (-3.09710, 2.42717, -4.98792)
H (-3.68010, 3.30667, -5.22852)
C (-3.30280, 1.76277, -3.78762)
H (-4.04560, 2.12397, -3.08822)
C (-2.55190, 0.63677, -3.48062)
H (-2.71800, 0.13267, -2.53612)
H (-0.74280, -1.65163, -2.50922)
H (-1.09920, -2.57293, -4.69612)
N (1.59710, -0.20843, 2.77008)
C (1.31810, -0.92933, 3.95318)
C (2.30470, -1.48973, 4.77448)
C (1.91810, -2.22233, 5.90828)
C (0.55580, -2.41063, 6.20538)
C (-0.42450, -1.84753, 5.37048)
C (-1.80050, -1.99833, 5.59738)
C (-2.72000, -1.40013, 4.71788)
C (-2.25370, -0.63463, 3.63698)
N (-0.91400, -0.48963, 3.45388)
C (-0.01850, -1.09263, 4.26368)
H (2.44190, 0.37647, 2.84668)
H (1.92410, -0.84913, 2.03258)
H (3.35350, -1.36223, 4.53828)
H (2.67510, -2.65273, 6.55178)
H (0.27450, -2.98603, 7.07878)
H (-2.15980, -2.57233, 6.44258)
H (-3.78240, -1.51123, 4.88798)
H (-2.94900, -0.13413, 2.97808)

The HOMO energy (spin up / spin down) is -10.9 / -10.9 eV. The value obtained for the relative energy (zero: lowest compared OMol25 entry of this formula, charge and spin) is 0.00 kcal/mol. The total charge is +1. As for the HOMO-LUMO gap (spin up / spin down): 6.77 / 6.42 eV. Its multiplicity is 5. Its LUMO energy (spin up / spin down) is -4.10 / -4.46 eV.